# 1
C11H12N5O6RbS as an isolated structure. Source: the Open Molecules 2025 dataset; level of theory: ωB97M-V with the def2-TZVPD basis set.

Properties
Calculated total energy (eV): -42800.6714
E_HOMO (alpha / beta) (eV): -2.10 / -2.09
Max |F| (eV/A): 18.4
Charge: -2
LUMO level (alpha / beta) (eV): 3.521 / 3.521

```
36
C11H12N5O6RbS, DFT ωB97M-V with the def2-TZVPD basis set
N 1.217 0.680 -3.214
H 3.041 -2.441 4.684
H -0.352 -4.679 3.076
C -0.566 -2.873 1.926
N -3.602 2.151 4.088
C 2.146 -1.230 3.278
O -1.213 -2.827 1.013
H 2.798 0.726 2.273
H 2.809 0.722 4.139
O 2.285 -3.773 -1.202
C 0.579 -2.568 2.265
H 0.068 -1.507 -3.698
N 2.712 -2.620 -1.244
O 1.969 2.298 -3.041
H 4.400 -0.061 2.744
H 3.459 0.793 -1.113
Rb -0.082 -0.667 -0.362
C 0.720 -2.230 -2.891
O 2.165 -4.442 5.234
N 1.170 -1.487 1.883
C 2.433 -0.596 -2.059
N 2.223 -2.286 3.746
O -1.023 -4.300 2.366
H 0.879 2.030 -3.277
C 3.393 0.218 -1.780
H -0.452 -2.516 -2.090
S -1.612 2.598 2.113
H 4.479 0.472 -2.508
H 4.091 -0.464 -1.409
C 1.210 -3.234 3.399
H 1.023 -3.209 -3.106
C 1.899 -1.627 -2.063
O 0.314 -5.254 3.766
C 2.800 0.349 3.181
C 1.374 -4.388 4.243
C -2.927 2.740 3.223
```

# 2
C23H25N3O6S2Tc as an isolated structure. Source: the Open Molecules 2025 dataset; level of theory: ωB97M-V with the def2-TZVPD basis set.

Properties
Expectation value of S²: 0.7561
Calculated total energy (eV): -64878.1663
E_HOMO (alpha / beta) (eV): -5.91 / -6.98
Relative energy (zero: lowest compared OMol25 entry of this formula, charge and spin) (kJ/mol): 339.5
2S+1: 2
Max |F| (eV/A): 1.8
LUMO level (alpha / beta) (eV): -0.663 / -0.515

```
60
C23H25N3O6S2Tc, DFT ωB97M-V with the def2-TZVPD basis set
O -3.513 1.819 -2.395
C -1.111 3.142 2.245
H 6.418 -1.758 -0.855
N -1.518 3.527 3.475
C -1.788 0.214 -2.424
H 3.201 0.352 2.278
H 8.487 -2.355 0.367
Tc -0.460 0.902 0.094
H 4.203 -1.943 2.799
C 7.550 -2.264 0.901
H -1.246 5.059 4.839
C -3.156 1.776 4.203
C 3.980 -1.464 0.201
H -1.016 1.822 4.587
S -0.762 -1.136 1.254
C -1.695 4.924 3.852
O 1.669 -2.862 -1.930
C -3.153 5.358 3.875
H 0.022 4.771 1.440
C -1.853 2.520 4.481
N -0.909 1.901 1.932
H -1.926 3.044 5.434
S 1.167 -1.368 3.594
O 1.885 -0.804 -1.020
C 6.396 -1.930 0.213
C 1.238 -1.765 -1.748
C 5.186 -1.814 0.896
N -0.665 -0.192 -1.802
C 6.307 -2.366 2.956
H -3.217 -0.003 -3.980
H -3.198 1.392 3.184
H 8.412 -2.745 2.805
C -0.039 -1.251 -2.331
H 2.546 1.789 1.438
H -1.659 -2.886 -5.381
C -0.872 4.191 1.200
H 1.952 1.335 3.075
H 6.269 -2.536 4.024
C 7.508 -2.482 2.271
H -3.253 0.930 4.883
H -4.015 2.431 4.345
H 0.059 -2.797 -3.790
H -1.125 5.553 3.173
C -2.510 1.414 -1.850
C -2.310 -0.397 -3.545
C 2.972 -1.185 -0.378
C 0.669 -0.798 2.141
C -0.500 -1.943 -3.435
O -1.948 1.921 -0.798
H -1.716 4.873 1.121
O 1.302 0.204 1.461
H -0.730 3.708 0.238
H -3.725 4.784 4.605
C -1.664 -1.509 -4.055
H -1.103 1.245 2.681
O -2.193 -2.122 -5.132
C 5.147 -2.034 2.275
H -3.617 5.217 2.898
C 2.322 0.971 2.117
H -3.231 6.412 4.145
```

# 3
A 2-piece molecular cluster, C9H11O3 overall. Source: the Open Molecules 2025 dataset; level of theory: ωB97M-V with the def2-TZVPD basis set.

Properties
Calculated total energy (eV): -15654.8598
E_HOMO (eV): -3.82
Relative energy (zero: lowest compared OMol25 entry of this formula, charge and spin) (kJ/mol): 139.0
Max |F| (eV/A): 2.4
Charge: -1
LUMO level (eV): 2.987

```
23
C9H11O3, DFT ωB97M-V with the def2-TZVPD basis set
O 0.667 -1.814 -0.531
H -1.679 -1.887 -4.934
H -0.008 2.868 3.140
H -0.588 2.222 1.055
H -0.712 0.351 -0.655
H 2.511 0.138 3.090
H 2.081 -1.862 1.770
H 1.507 3.334 2.728
O -3.628 -1.785 -3.288
O -1.946 -1.380 -1.809
C 1.727 0.170 2.339
C -2.463 -1.470 -2.945
C 0.019 1.327 1.134
C -0.083 0.304 0.223
C 0.757 -0.820 0.390
C 0.968 1.301 2.193
C 1.618 -0.932 1.465
H 1.196 2.324 4.216
H 1.020 -2.615 -0.152
C -1.539 -1.129 -4.170
H -0.509 -0.932 -3.878
C 1.019 2.455 3.153
H -1.935 -0.170 -4.533
```

# 4
C30H43BrEuIN8O5S as an isolated structure. Source: the Open Molecules 2025 dataset; level of theory: ωB97M-V with the def2-TZVPD basis set.

Properties
Expectation value of S²: 15.7592
Calculated total energy (eV): -162267.8139
E_HOMO (alpha / beta) (eV): -9.04 / -10.51
Relative energy (zero: lowest compared OMol25 entry of this formula, charge and spin) (kJ/mol): 144.8
2S+1: 8
Max |F| (eV/A): 3.7
Charge: +1
LUMO level (alpha / beta) (eV): -2.475 / -2.465

```
90
C30H43BrEuIN8O5S, DFT ωB97M-V with the def2-TZVPD basis set
H 3.709 0.567 -4.406
C -6.499 -0.646 2.542
H 2.186 2.799 -3.411
H -0.352 -1.764 -2.184
O 5.834 -4.014 5.726
C 0.028 -0.888 -1.646
H 2.076 -2.586 -7.432
C -2.820 1.809 2.238
C 4.068 -2.741 5.040
C -5.466 1.081 3.872
H 2.355 -2.328 6.244
C 1.050 -5.417 -5.874
C -4.526 2.023 -0.732
C -7.769 -0.218 2.941
H -8.641 -0.678 2.553
O 2.312 -0.301 2.188
H 4.238 3.470 1.242
H 1.199 -0.939 4.418
Eu 2.854 0.600 0.152
C 1.186 -4.525 -6.897
H 4.268 2.044 -3.391
H 1.677 1.418 -4.428
C -3.656 2.918 0.191
H -0.288 0.264 -3.471
H 0.682 -1.765 0.096
C 2.791 -2.163 5.288
S -1.448 1.095 1.604
C 1.861 -5.377 -4.733
C 2.769 -3.252 -5.521
H 0.623 -4.644 -7.783
H 1.232 -0.661 -3.398
H 5.835 -2.793 3.747
C -5.363 0.007 2.959
H -0.522 1.603 -1.349
H -4.619 2.826 2.091
N 4.636 -3.684 5.914
H -6.385 -1.496 1.880
N 1.261 1.139 -2.340
H -4.665 1.041 -0.239
C 0.756 3.340 -1.123
H -5.760 3.306 -1.983
H -4.380 -0.435 2.750
H -6.242 3.377 -0.302
C 2.018 -3.420 -6.711
H -3.854 3.970 0.089
N -3.021 1.535 3.643
H 0.314 -6.225 -6.012
H 1.640 3.792 -1.642
H -4.007 1.808 -1.662
H -2.606 2.745 -0.092
H 3.632 -0.724 -2.541
C 2.226 -1.388 4.328
C 3.553 1.172 -3.438
H -0.013 4.113 -1.030
O -4.172 2.448 5.416
C 5.030 -1.383 1.680
H 4.917 0.286 -2.241
I 3.947 -4.082 -2.775
C -7.902 0.875 3.797
C 2.705 -4.233 -4.480
O 3.944 -4.183 6.830
C 4.806 -2.411 3.895
H -6.988 2.430 4.856
N 3.899 0.243 -2.327
N 1.105 -1.287 -0.709
H 1.698 3.672 0.718
N -3.742 2.594 1.596
H -8.898 1.256 4.131
C -4.260 1.754 4.412
C 2.905 -1.074 3.049
C 4.229 -1.601 2.863
H -0.701 -0.394 -1.072
H 6.056 -1.811 1.762
H -2.190 1.669 4.187
Br 4.029 -1.786 -5.611
H 0.387 2.610 0.799
H 4.643 2.438 2.411
H -0.365 2.490 -2.847
H 5.318 2.270 0.957
N 4.479 2.514 1.408
C 0.189 2.158 -1.962
C -6.760 1.544 4.212
H 1.675 -1.989 -1.164
H -6.624 1.922 -1.233
O 4.753 -0.751 0.600
C -5.846 2.718 -1.088
C 0.521 -0.049 -2.808
H 1.971 -6.226 -4.024
N 1.180 2.907 0.235
C 2.092 1.673 -3.435
```

# 5
One molecule with the formula C6H12O. Source: the Open Molecules 2025 dataset; level of theory: ωB97M-V with the def2-TZVPD basis set.

Properties
Calculated total energy (eV): -8463.9114
E_HOMO (eV): -9.52
Relative energy (zero: lowest compared OMol25 entry of this formula, charge and spin) (kJ/mol): 42.7
SMILES: CC[C@H]1CCCO1
Max |F| (eV/A): 0.4
LUMO level (eV): 1.191

```
19
C6H12O, DFT ωB97M-V with the def2-TZVPD basis set
H -0.897 0.372 -1.631
C -2.200 0.132 0.065
H 2.764 -0.004 1.283
H -1.100 1.900 -0.733
C -1.573 -1.230 0.418
H 0.102 0.831 1.206
H -2.461 0.694 0.970
H -1.888 -1.597 1.404
C 2.621 -0.270 0.230
H 1.719 1.619 -0.318
H -3.097 0.035 -0.555
C 1.501 0.546 -0.405
H 1.444 0.316 -1.476
C -1.030 0.812 -0.637
O -0.154 -1.052 0.398
H -1.833 -1.992 -0.328
H 3.569 -0.104 -0.295
H 2.380 -1.335 0.181
C 0.132 0.329 0.222
```

# 6
An isolated ion of composition C26H29N2OS and charge +1. Source: the Open Molecules 2025 dataset; level of theory: ωB97M-V with the def2-TZVPD basis set.

Properties
Calculated total energy (eV): -43290.7310
E_HOMO (eV): -10.27
Relative energy (zero: lowest compared OMol25 entry of this formula, charge and spin) (kJ/mol): 0.0
Max |F| (eV/A): 1.0
Charge: +1
LUMO level (eV): -3.171

```
59
C26H29N2OS, DFT ωB97M-V with the def2-TZVPD basis set
H 2.537 5.224 -0.516
O -6.632 -1.114 -1.063
C -0.456 -0.120 -0.661
H 4.379 0.958 1.127
H -0.963 1.926 -1.091
H 2.684 3.291 -2.028
C 5.578 -1.321 -0.532
H -3.829 -3.028 -0.711
C -3.554 2.039 -0.891
H -4.493 -1.522 2.785
C -1.356 0.962 -0.811
C -2.434 -1.470 -0.224
H -5.152 -0.083 -1.897
C -4.639 -0.488 0.179
C 2.935 4.289 -0.153
H 6.313 -4.372 0.746
H -6.125 0.859 -0.741
C 1.972 -0.760 -0.603
C -1.085 -1.360 -0.413
C -2.703 0.839 -0.616
C 5.709 -3.544 0.412
C 3.880 2.977 1.615
C 3.639 0.811 -1.487
N -3.243 -0.365 -0.251
C 4.332 -3.623 0.496
H -2.950 2.937 -0.797
H 6.080 -0.443 -0.905
H -4.820 -1.548 0.352
S 1.853 -2.367 0.073
C 3.016 3.200 -1.003
H -5.940 0.194 1.738
H -4.301 0.023 3.600
H 1.184 1.116 -1.091
H -7.275 -1.057 -0.348
H 3.840 -4.497 0.892
H -4.412 2.136 -0.240
H -3.061 -0.528 2.480
C 3.364 4.178 1.159
C 4.190 -1.389 -0.464
H 3.003 0.963 -2.365
N 3.268 -0.436 -0.852
C 0.920 0.106 -0.815
C 3.533 1.994 -0.551
H -2.242 -3.578 -0.191
C 6.320 -2.402 -0.093
H 4.222 2.887 2.635
C -3.013 -2.833 -0.016
C -5.659 -0.114 -0.929
C -4.868 0.207 1.532
C -4.134 -0.503 2.665
H 3.301 5.027 1.822
H 4.667 0.712 -1.841
H 7.397 -2.352 -0.142
H -4.547 1.247 1.511
C 3.592 -2.540 0.060
C 3.967 1.890 0.765
H -3.374 -2.971 1.002
H -0.499 -2.262 -0.394
H -3.917 1.995 -1.918
```

# 7
One molecule with the formula C7H6O2. Source: the Open Molecules 2025 dataset; level of theory: ωB97M-V with the def2-TZVPD basis set.

Properties
Calculated total energy (eV): -11449.0955
E_HOMO (eV): -8.73
Relative energy (zero: lowest compared OMol25 entry of this formula, charge and spin) (kJ/mol): 110.9
SMILES: C=C1C=CC(=O)C(=O)C1
Max |F| (eV/A): 4.6
LUMO level (eV): -0.653

```
15
C7H6O2, DFT ωB97M-V with the def2-TZVPD basis set
O -1.165 0.790 2.833
C 1.146 -0.264 0.391
C -1.565 0.643 0.448
C -1.148 -0.141 -0.588
H 1.079 -1.113 1.088
C -0.848 0.720 1.688
C 0.689 -1.049 -1.926
H -1.852 -0.433 -1.357
H 0.071 -1.108 -2.809
C 0.689 0.962 1.139
H 2.189 -0.170 0.078
O 1.331 1.936 1.392
C 0.234 -0.515 -0.784
H -2.576 1.037 0.466
H 1.727 -1.297 -2.060
```

# 8
A 2-piece molecular cluster, C3H12N3O overall. Source: the Open Molecules 2025 dataset; level of theory: ωB97M-V with the def2-TZVPD basis set.

Properties
Calculated total energy (eV): -9817.3454
E_HOMO (eV): -13.92
Relative energy (zero: lowest compared OMol25 entry of this formula, charge and spin) (kJ/mol): 141.6
Max |F| (eV/A): 0.6
Charge: +1
LUMO level (eV): -2.942

```
19
C3H12N3O, DFT ωB97M-V with the def2-TZVPD basis set
H 1.696 0.116 -3.001
N 1.356 0.659 2.157
O 0.832 -0.301 -2.901
C 0.190 1.327 2.266
H -1.551 -0.198 -1.891
H 0.645 0.567 -1.034
H -0.945 -1.864 -1.970
H 1.241 -1.130 -1.038
H -1.167 -0.220 0.600
C 0.562 -0.413 -1.517
H 0.197 2.140 2.985
C -0.867 -0.914 -1.445
N -1.283 -1.127 -0.017
H 1.493 0.079 1.355
H -2.257 -1.407 0.003
N -0.882 1.011 1.632
H 2.170 1.092 2.546
H -1.628 1.645 1.880
H -0.759 -1.904 0.385
```